Arrangement P

95
Properties=species:S:1:pos:R:3 method="wB97M-V/def2-TZVPD" charge=-1 homo_ev=-7.361 orbital_gap_ha=0.3611
Cl -0.21 0.03 0.11
O 0.30 0.10 1.46
O -0.25 1.34 -0.49
O 0.61 -0.83 -0.70
O -1.57 -0.49 0.16
O -3.22 2.47 -1.29
H -2.46 2.33 -0.72
H -3.28 1.64 -1.79
O 0.87 -1.17 4.11
H 0.95 -0.46 4.76
H 0.47 -0.74 3.34
C -2.39 -0.14 3.78
C -2.83 1.02 4.62
C -4.30 0.93 4.99
O -1.99 1.07 5.78
H -3.00 -0.23 2.88
H -2.42 -1.08 4.33
H -1.37 0.00 3.44
H -2.70 1.93 4.02
H -4.47 -0.03 5.48
H -4.89 0.97 4.08
H -4.62 1.75 5.64
H -2.26 1.81 6.32
C 0.86 3.01 -4.41
C 1.48 3.74 -3.23
C 0.48 4.70 -2.60
O 1.89 2.77 -2.23
H 1.57 2.30 -4.84
H 0.52 3.70 -5.17
H 0.01 2.40 -4.08
H 2.38 4.28 -3.53
H 0.05 5.36 -3.35
H 0.95 5.31 -1.83
H -0.32 4.14 -2.11
H 1.06 2.37 -1.94
C 4.02 0.48 0.10
C 4.56 0.42 -1.32
C 3.81 -0.59 -2.18
O 4.48 1.72 -1.91
H 4.59 1.23 0.66
H 4.14 -0.45 0.65
H 2.95 0.72 0.08
H 5.61 0.15 -1.34
H 3.79 -1.57 -1.71
H 4.30 -0.67 -3.15
H 2.79 -0.23 -2.35
H 3.55 1.99 -1.88
C -0.95 -3.22 2.29
C -2.15 -3.92 1.67
C -3.41 -3.75 2.54
O -2.43 -3.37 0.39
H -1.15 -2.15 2.35
H -0.05 -3.36 1.69
H -0.74 -3.60 3.29
H -1.99 -4.99 1.54
H -4.22 -4.28 2.03
H -3.68 -2.69 2.55
H -3.26 -4.05 3.57
H -1.97 -2.52 0.33
C 0.60 -5.47 -2.10
C 0.80 -4.10 -1.51
C 1.88 -4.05 -0.45
O 1.08 -3.21 -2.59
H 0.01 -6.09 -1.42
H 1.55 -6.00 -2.26
H 0.07 -5.41 -3.05
H -0.14 -3.78 -1.02
H 2.06 -3.02 -0.14
H 2.83 -4.47 -0.80
H 1.58 -4.61 0.44
H 1.38 -2.37 -2.23
C -2.63 -2.45 -2.84
C -2.23 -1.07 -3.39
C -2.90 -0.73 -4.71
O -2.63 -0.04 -2.48
H -2.79 -3.17 -3.64
H -3.46 -2.40 -2.13
H -1.79 -2.88 -2.27
H -1.14 -1.04 -3.47
H -3.90 -0.34 -4.53
H -3.00 -1.62 -5.34
H -2.30 -0.01 -5.26
H -2.30 -0.27 -1.59
C 1.62 3.27 1.92
C 2.85 4.12 2.08
C 2.69 5.48 1.42
O 3.11 4.39 3.47
H 0.72 3.76 2.30
H 1.73 2.34 2.48
H 1.45 3.03 0.86
H 3.70 3.58 1.65
H 2.39 5.37 0.38
H 3.60 6.07 1.46
H 1.90 6.03 1.95
H 3.11 3.56 3.96

---

Arrangement Q

95
Properties=species:S:1:pos:R:3 method="wB97M-V/def2-TZVPD" charge=-1 homo_ev=-7.342 orbital_gap_ha=0.3631
Cl -11.15 -14.36 -19.11
O -10.64 -13.07 -19.47
O -10.06 -15.26 -18.77
O -12.01 -14.27 -17.96
O -11.84 -14.93 -20.23
C -14.21 -11.01 -16.02
C -14.20 -11.72 -17.36
C -15.05 -12.98 -17.29
O -14.62 -10.84 -18.42
H -13.69 -11.65 -15.31
H -15.22 -10.76 -15.69
H -13.55 -10.14 -16.05
H -13.16 -12.04 -17.51
H -15.10 -13.48 -18.25
H -16.06 -12.79 -16.91
H -14.59 -13.71 -16.61
H -14.05 -11.04 -19.19
C -10.73 -13.26 -23.07
C -10.01 -11.95 -23.40
C -9.45 -11.25 -22.18
O -8.94 -12.16 -24.34
H -11.18 -13.62 -23.99
H -11.44 -13.13 -22.26
H -9.99 -14.00 -22.74
H -10.78 -11.28 -23.83
H -8.84 -10.41 -22.53
H -8.73 -11.92 -21.71
H -10.22 -10.98 -21.47
H -9.31 -12.62 -25.10
C -14.72 -16.60 -22.28
C -14.91 -15.11 -22.24
C -15.39 -14.64 -20.87
O -13.69 -14.46 -22.56
H -14.22 -17.02 -21.40
H -14.17 -16.91 -23.17
H -15.69 -17.12 -22.38
H -15.64 -14.79 -23.00
H -14.70 -15.11 -20.14
H -16.37 -15.05 -20.62
H -15.37 -13.56 -20.74
H -13.06 -14.81 -21.90
C -9.64 -18.70 -18.98
C -10.42 -18.89 -20.27
C -10.20 -20.28 -20.86
O -11.85 -18.85 -19.98
H -10.19 -18.03 -18.31
H -8.62 -18.36 -19.15
H -9.50 -19.63 -18.40
H -10.13 -18.10 -20.97
H -10.36 -21.00 -20.04
H -9.16 -20.51 -21.16
H -10.88 -20.61 -21.64
H -12.02 -18.03 -19.45
C -7.85 -17.14 -16.46
C -6.67 -16.33 -16.99
C -5.42 -17.19 -17.05
O -6.94 -15.78 -18.28
H -8.81 -16.68 -16.72
H -7.82 -17.29 -15.38
H -7.90 -18.16 -16.87
H -6.52 -15.50 -16.29
H -5.22 -17.56 -16.04
H -4.54 -16.62 -17.34
H -5.58 -18.05 -17.71
H -7.89 -15.81 -18.49
C -10.29 -11.19 -16.10
C -9.23 -10.58 -17.01
C -8.05 -11.50 -17.17
O -9.82 -10.23 -18.29
H -10.95 -10.45 -15.64
H -9.77 -11.63 -15.22
H -10.81 -12.02 -16.57
H -8.90 -9.61 -16.62
H -7.50 -11.60 -16.23
H -7.30 -11.00 -17.80
H -8.31 -12.46 -17.60
H -10.18 -11.05 -18.67
C -13.51 -11.00 -21.94
O -13.05 -11.51 -20.73
H -14.11 -10.12 -21.71
H -12.67 -10.65 -22.54
H -14.10 -11.75 -22.45
H -12.33 -12.13 -20.93
C -13.04 -17.28 -16.96
O -13.26 -17.00 -18.31
H -13.29 -18.32 -16.77
H -12.00 -17.08 -16.67
H -13.69 -16.66 -16.33
H -12.96 -16.08 -18.44
C -11.98 -14.30 -14.55
O -11.63 -15.24 -13.53
H -11.69 -13.30 -14.21
H -11.41 -14.46 -15.47
H -13.05 -14.29 -14.74
H -12.28 -15.95 -13.58

---

Relative energies, in kJ/mol, with the most stable structure set to zero: arrangement P 0.0; arrangement Q 194.3.

---

Arrangement P

23
Properties=species:S:1:pos:R:3 method="wB97M-V/def2-TZVPD" homo_ev=-10.216 smiles="C=C1CC2(CCCC2)OC1=O" orbital_gap_ha=0.4000
C 3.12 1.37 0.04
C 2.10 0.53 -0.12
C 0.66 0.77 -0.50
C -0.05 -0.53 -0.08
C -1.15 -0.96 -1.04
C -2.31 -0.04 -0.59
C -2.09 0.22 0.91
C -0.75 -0.44 1.25
O 1.00 -1.50 -0.04
C 2.24 -0.97 0.02
O 3.22 -1.63 0.20
H 4.09 1.01 0.31
H 2.96 2.44 -0.14
H 0.19 1.63 -0.01
H 0.55 0.94 -1.60
H -1.38 -2.00 -0.81
H -0.84 -0.89 -2.10
H -2.33 0.88 -1.19
H -3.29 -0.51 -0.73
H -2.87 -0.19 1.52
H -2.03 1.31 1.12
H -0.16 0.08 2.03
H -0.88 -1.52 1.56

---

Arrangement Q

23
Properties=species:S:1:pos:R:3 method="wB97M-V/def2-TZVPD" homo_ev=-8.519 smiles="Oc1ccccc1.CC(C)=O" orbital_gap_ha=0.3402
O 0.19 -1.66 -1.63
C -0.01 -2.23 -0.40
C -0.69 -3.45 -0.36
C -0.93 -4.07 0.86
C -0.49 -3.49 2.05
C 0.19 -2.27 2.01
C 0.43 -1.64 0.79
H 0.68 -0.81 -1.50
H -1.03 -3.89 -1.31
H -1.47 -5.03 0.88
H -0.68 -3.99 3.01
H 0.54 -1.81 2.94
H 0.96 -0.68 0.76
C -0.78 2.69 -0.83
C 0.67 3.08 -1.00
C 1.02 4.52 -0.70
O 1.52 2.28 -1.36
H -0.92 1.63 -1.08
H -1.42 3.30 -1.49
H -1.09 2.86 0.22
H 0.46 5.20 -1.37
H 0.76 4.77 0.34
H 2.10 4.70 -0.85

---

Relative energies, in kJ/mol, with the most stable structure set to zero: arrangement P 0.0; arrangement Q 13.6.